The following is a DFT calculation (the ωB97M-V functional and the def2-TZVPD basis) of the molecule C3H2N2O in a non-equilibrium geometry.

Calculated values
Largest force on an atom (eV Å⁻¹): 7.6
ΔE to the lowest compared entry with this formula, charge and spin (kcal per mole): 37.5
SMILES: O=C1N=CC=N1
Gap between HOMO and LUMO (eV): 8.49

XYZ file:
```
8
Properties=species:S:1:pos:R:3:forces:R:3:mulliken_charge:R:1
O -1.984836 -0.114911 0.100827 0.868 -1.780 -0.084 -0.379
C -0.804256 -0.129303 -0.052381 1.404 2.999 -0.569 0.512
N -0.104605 1.177592 -0.154279 4.280 -2.566 2.005 -0.376
C 1.190355 0.791740 0.142312 -4.185 5.567 -2.917 0.022
C 1.428609 -0.657615 -0.057989 -4.684 2.562 1.810 -0.207
N 0.249823 -1.135655 -0.044704 -0.963 -3.638 -0.479 -0.356
H 1.714610 1.774466 0.178954 0.928 -1.525 0.349 0.381
H 2.259307 -1.177664 0.215663 2.351 -1.618 -0.115 0.403
```
Forces are in eV/Å.

=====

The following is a DFT calculation (the ωB97M-V functional and the def2-TZVPD basis) of a 2-piece molecular cluster, C3H2N2O overall in a non-equilibrium geometry.

Calculated values
Largest force on an atom (eV Å⁻¹): 7.0
ΔE to the lowest compared entry with this formula, charge and spin (kcal per mole): 64.5
Gap between HOMO and LUMO (eV): 10.35

XYZ file:
```
8
Properties=species:S:1:pos:R:3:forces:R:3:mulliken_charge:R:1
C -0.836396 -1.277908 0.283724 -0.119 0.048 -0.490 0.259
C 1.037544 0.563187 0.281287 3.132 -2.790 1.067 0.474
C -0.098289 -0.275015 -0.322441 3.105 0.246 -6.255 -0.133
N -1.546733 -2.042658 0.728838 -1.020 -1.419 0.893 -0.345
N -0.126892 1.036149 0.127638 -3.285 3.765 0.546 -0.213
O 2.180445 0.466994 0.648489 -1.366 1.228 -0.422 -0.510
H 0.222335 -0.251079 -1.753602 -1.519 -0.893 4.347 0.208
H -0.832014 1.780329 0.006068 1.072 -0.185 0.313 0.260
```
Forces are in eV/Å.

=====

The following is a DFT calculation (the ωB97M-V functional and the def2-TZVPD basis) of the molecule C3H2N2O in a non-equilibrium geometry.

Calculated values
Largest force on an atom (eV Å⁻¹): 5.6
ΔE to the lowest compared entry with this formula, charge and spin (kcal per mole): 204.1
Gap between HOMO and LUMO (eV): 8.78

XYZ file:
```
8
Properties=species:S:1:pos:R:3:forces:R:3:mulliken_charge:R:1
C 0.575713 1.399825 0.068861 0.562 -0.594 -0.387 -0.607
C -0.474529 0.676912 -0.165526 0.346 0.973 0.185 0.377
C 1.290243 0.133791 0.050943 -1.839 2.748 -4.490 0.018
N -0.553389 -1.144095 -0.003590 1.916 -4.212 -0.045 -0.711
N -1.442904 -0.353268 -0.059852 0.534 3.758 0.246 1.018
O -2.623488 -0.216968 0.085079 -1.912 -0.692 -0.119 -0.630
H 1.783877 -0.188637 -0.904693 -0.491 0.071 1.216 0.266
H 1.444477 -0.307563 0.928777 0.884 -2.052 3.394 0.271
```
Forces are in eV/Å.